# 1
{
  "formula": "C37H70NO14",
  "method": "ωB97M-V/def2-TZVPD",
  "species": ["C", "C", "O", "C", "C", "O", "N", "C", "C", "C", "C", "C", "C", "O", "C", "C", "C", "C", "C", "O", "C", "C", "H", "H", "H", "H", "H", "H", "H", "H", "H", "H", "H", "H", "H", "H", "H", "H", "H", "H", "H", "H", "H", "H", "H", "H", "H", "H", "H", "H", "H", "H", "O", "C", "O", "C", "C", "C", "H", "H", "H", "H", "H", "H", "H", "H", "O", "C", "O", "C", "C", "C", "H", "H", "H", "H", "H", "H", "H", "H", "O", "C", "O", "C", "C", "C", "H", "H", "H", "H", "H", "H", "H", "H", "O", "C", "O", "C", "C", "C", "H", "H", "H", "H", "H", "H", "H", "H", "O", "C", "O", "C", "C", "C", "H", "H", "H", "H", "H", "H", "H", "H"],
  "xyz": [[3.25027, -5.77975, 0.08949], [2.42063, -5.69746, 1.36326], [2.16788, -4.35831, 1.77522], [1.24122, -3.67193, 0.96960], [1.74925, -2.24961, 0.91068], [0.91266, -1.52815, -0.04069], [0.84607, -0.19973, 0.25820], [-0.27475, 0.24454, 0.88430], [-1.37605, -0.74032, 1.05910], [-2.52383, -0.32961, 1.97676], [-3.72915, 0.28380, 1.26404], [-4.27963, -0.53433, 0.10296], [-5.11277, -1.75303, 0.47460], [-4.42318, -2.94758, 0.09576], [-5.29410, -3.98455, -0.31200], [-0.30285, 1.56861, 1.22356], [0.77180, 2.39304, 0.91429], [1.86908, 1.90213, 0.23070], [1.89319, 0.57839, -0.11693], [2.91038, 0.01921, -0.73320], [2.68481, -0.67916, -2.00327], [1.61666, -0.05123, -2.85608], [2.64229, -5.85942, -0.80992], [3.91089, -4.91853, 0.01333], [3.88000, -6.66731, 0.12032], [1.47191, -6.22679, 1.23878], [2.93994, -6.16673, 2.19391], [1.17376, -4.09999, -0.03050], [0.24584, -3.70458, 1.42209], [2.78520, -2.22333, 0.58177], [1.65992, -1.78268, 1.89111], [-1.73455, -0.92874, 0.04416], [-0.95406, -1.68624, 1.39385], [-2.84615, -1.21609, 2.52172], [-2.18510, 0.36714, 2.74419], [-3.49435, 1.28942, 0.90909], [-4.51847, 0.40623, 2.00776], [-3.48594, -0.89283, -0.54883], [-4.88902, 0.11835, -0.51970], [-6.04122, -1.69999, -0.09145], [-5.34882, -1.79437, 1.54225], [-6.26545, -3.91244, 0.17686], [-4.85078, -4.94022, -0.03810], [-5.43699, -3.96124, -1.39491], [-1.17659, 1.96764, 1.71110], [0.74195, 3.43764, 1.18862], [2.70582, 2.52436, -0.04469], [2.46194, -1.72237, -1.79527], [3.65256, -0.61731, -2.49077], [0.61214, -0.15138, -2.44700], [1.84492, 0.98999, -3.07847], [1.61684, -0.59086, -3.80280], [6.17248, 4.96812, 4.67851], [5.71543, 4.11039, 3.98006], [4.69887, 3.36735, 4.47434], [4.00523, 2.38609, 3.70942], [4.72057, 1.05034, 3.70032], [6.28309, 3.79624, 2.61507], [3.81121, 2.75289, 2.69826], [3.03990, 2.28964, 4.20564], [5.69768, 1.11885, 3.22240], [4.12998, 0.30614, 3.16268], [4.87036, 0.70137, 4.72106], [7.14659, 3.14535, 2.75007], [6.62472, 4.72802, 2.17300], [5.58831, 3.31426, 1.93218], [-1.68521, -0.02439, -2.44452], [-1.55236, -1.19288, -2.72046], [-0.28494, -1.63713, -2.86349], [0.04459, -2.99695, -3.19586], [-0.17193, -3.24485, -4.66890], [-2.70610, -2.12760, -2.96021], [-0.50694, -3.69817, -2.56727], [1.09916, -3.08242, -2.93139], [-1.21906, -3.13758, -4.93653], [0.15866, -4.24143, -4.96461], [0.37794, -2.50938, -5.25469], [-2.98079, -2.07965, -4.01414], [-3.55508, -1.81475, -2.35794], [-2.47548, -3.15894, -2.70850], [-2.09293, -0.94125, -5.75874], [-2.10191, 0.24562, -5.55348], [-3.26483, 0.89942, -5.67212], [-3.42115, 2.27945, -5.31352], [-3.00090, 3.21128, -6.42930], [-0.83901, 0.99672, -5.20597], [-2.90104, 2.48736, -4.37820], [-4.48622, 2.38065, -5.11575], [-1.93916, 3.11652, -6.65823], [-3.19710, 4.24524, -6.14590], [-3.56168, 2.98840, -7.33622], [-0.31580, 1.22824, -6.13403], [-0.21738, 0.33322, -4.60952], [-0.99975, 1.91712, -4.65262], [-6.76219, -0.76336, -2.16308], [-7.85069, -0.98986, -2.62429], [-8.73610, -1.64123, -1.85274], [-10.09591, -1.87333, -2.25026], [-10.23583, -3.10625, -3.11597], [-8.20876, -0.61670, -4.04230], [-10.50829, -0.98423, -2.72698], [-10.62647, -2.00722, -1.30989], [-9.69875, -3.00240, -4.05895], [-11.28663, -3.28665, -3.34124], [-9.83909, -3.97740, -2.59552], [-7.83391, -1.39877, -4.70215], [-7.69530, 0.30953, -4.28477], [-9.27177, -0.48881, -4.22244], [9.12913, 2.83401, 8.46453], [9.12203, 3.95960, 8.04916], [9.79795, 4.89935, 8.74345], [9.94815, 6.24378, 8.27890], [8.75426, 7.10842, 8.62445], [8.33506, 4.35319, 6.82128], [10.16723, 6.25752, 7.21066], [10.83762, 6.60482, 8.79221], [7.84730, 6.75810, 8.13147], [8.93453, 8.13826, 8.31519], [8.58187, 7.09416, 9.70023], [7.30189, 4.53090, 7.11439], [8.35066, 3.51161, 6.13436], [8.69802, 5.23374, 6.30052]],
  "e_homo_ev": -10.9,
  "spin_multiplicity": 1,
  "max_force_ev_per_a": 1.955,
  "orbital_gap_ha": 0.2808,
  "total_charge": 1
}


# 2
{
  "formula": "C5H13N2",
  "method": "ωB97M-V/def2-TZVPD",
  "species": ["C", "C", "C", "C", "N", "C", "N", "H", "H", "H", "H", "H", "H", "H", "H", "H", "H", "H", "H", "H"],
  "xyz": [[2.10068, -0.82673, -0.03304], [1.52469, 0.08266, -1.14553], [0.21401, -0.42747, -1.77807], [-0.94209, -0.31747, -0.75131], [-0.79241, 0.88943, 0.09338], [-1.13111, 0.95052, 1.35276], [-1.38304, -0.03939, 2.16937], [1.58290, -1.77567, 0.06714], [2.12273, -0.23011, 0.88295], [3.13844, -1.01506, -0.24732], [2.24969, 0.18573, -1.95251], [1.37283, 1.09443, -0.78102], [-0.01919, 0.23958, -2.59104], [0.35430, -1.46290, -2.06144], [-0.79733, -1.10552, -0.01551], [-1.90353, -0.41661, -1.21322], [-0.51433, 1.75406, -0.35006], [-1.44221, 1.92610, 1.67363], [-0.99037, -0.97538, 2.15012], [-1.69479, 0.22412, 3.08593]],
  "e_homo_ev": -15.1,
  "spin_multiplicity": 1,
  "smiles": "CCCCNC=[NH2+]",
  "max_force_ev_per_a": 2.543,
  "orbital_gap_ha": 0.4199,
  "total_charge": 1,
  "e_above_lowest_kj_mol": 122.6
}


# 3
{
  "formula": "C16H32NO3",
  "method": "ωB97M-V/def2-TZVPD",
  "species": ["C", "C", "C", "C", "C", "C", "C", "C", "C", "N", "C", "C", "C", "O", "H", "H", "H", "H", "H", "H", "H", "H", "H", "H", "H", "H", "H", "H", "H", "H", "H", "H", "H", "H", "H", "H", "H", "H", "H", "H", "O", "C", "O", "C", "C", "C", "H", "H", "H", "H", "H", "H"],
  "xyz": [[2.16699, -0.78629, 1.04641], [1.82485, 0.69393, 0.90588], [1.09378, 1.00595, -0.40453], [-0.42885, 0.89604, -0.29628], [-1.12374, 0.52525, -1.60568], [-2.65138, 0.69214, -1.57366], [-3.43117, -0.60775, -1.32996], [-3.74863, -0.90983, 0.14139], [-5.00636, -0.17613, 0.65884], [-5.08126, 1.22249, 0.38652], [-5.14494, 1.99155, 1.57679], [-3.86206, 2.00234, 2.46516], [-2.87471, 3.04278, 1.97221], [-1.51654, 2.81759, 2.39045], [2.79862, -1.11004, 0.21747], [2.69329, -0.99088, 1.98169], [1.25737, -1.39215, 1.03132], [2.73866, 1.28998, 0.98590], [1.18199, 0.99628, 1.74011], [1.44450, 0.31234, -1.17874], [1.35996, 2.01002, -0.74792], [-0.67365, 0.14919, 0.47062], [-0.84551, 1.84589, 0.05366], [-0.68966, 1.13831, -2.40470], [-0.87060, -0.51483, -1.84674], [-2.99432, 1.15182, -2.50423], [-2.94358, 1.38887, -0.78569], [-4.37848, -0.56980, -1.87591], [-2.85616, -1.44398, -1.75053], [-2.87762, -0.66436, 0.76684], [-3.91208, -1.99267, 0.24481], [-5.07996, -0.41324, 1.74451], [-5.85919, -0.73361, 0.19544], [-5.99012, 1.72215, 2.26996], [-5.33796, 3.04188, 1.29668], [-3.38100, 1.01826, 2.40608], [-4.09380, 2.17702, 3.52496], [-3.12657, 4.03118, 2.36489], [-2.92702, 3.08880, 0.87776], [-1.31980, 1.89130, 2.17909], [4.03465, -1.78592, -2.42151], [5.06215, -2.08829, -1.89849], [5.13988, -2.42011, -0.58340], [6.50182, -2.65064, -0.19989], [7.23621, -2.98667, -1.49586], [6.44950, -2.16766, -2.51344], [6.88705, -1.73967, 0.26453], [6.50773, -3.45221, 0.53465], [8.29631, -2.74635, -1.44973], [7.13445, -4.05063, -1.71362], [6.82817, -1.14750, -2.60680], [6.38876, -2.60216, -3.50735]],
  "e_homo_ev": -1.5,
  "spin_multiplicity": 1,
  "max_force_ev_per_a": 0.375,
  "orbital_gap_ha": 0.1283,
  "total_charge": -1,
  "e_above_lowest_kj_mol": 0.0
}